# 1
# C3H7N3OS

The molecule C3H7N3OS (the ωB97M-V functional and the def2-TZVPD basis, the Open Molecules 2025 dataset).

As for the LUMO energy: 0.51 eV. The calculation puts the energy above the lowest of the compared OMol25 structures with the same formula, charge and spin at 0.216 eV. As for the structure (SMILES): [H]/N=C(/N)[C@H](S)C(N)=O. The HOMO energy comes out at -9.026 eV. The calculation puts the calculated total energy at -756.2264 Eh.

Geometry as ORCA input:
```
! RIJCOSX wB97M-V def2-TZVPD def2/J DEFGRID3
* xyz 0 1
H -1.87 0.18 1.98
N -2.28 -0.31 1.16
C -1.36 -0.35 0.26
N -1.60 -0.89 -0.95
C 0.02 0.24 0.45
S 0.25 1.78 -0.52
C 1.17 -0.70 0.09
N 2.31 -0.36 0.71
O 1.06 -1.61 -0.72
H -0.81 -1.11 -1.52
H -2.55 -1.05 -1.29
H 0.08 0.48 1.56
H -0.92 2.22 -0.02
H 2.40 0.40 1.41
H 3.18 -0.92 0.55
*
```

# 2
# C3H7N3P

A cluster of 2 separate species, C3H7N3P in total (the ωB97M-V functional and the def2-TZVPD basis, the Open Molecules 2025 dataset).

As for the LUMO energy (spin up / spin down): -5.05 / -7.55 eV. The HOMO energy (spin up / spin down) comes out at -13.362 / -14.370 eV. Its expectation value of S² is 2.0439. The calculation puts the calculated total energy at -623.6114 Eh.

Geometry as ORCA input:
```
! RIJCOSX wB97M-V def2-TZVPD def2/J DEFGRID3
* xyz 1 3
C -1.60 2.64 0.45
C -0.38 0.27 0.14
C 1.82 -2.37 0.81
N 0.50 -0.54 0.28
N 1.57 -1.07 0.38
N -1.13 0.27 -1.99
P -1.62 1.11 1.13
H -2.25 3.39 0.87
H -0.97 2.94 -0.36
H 2.37 -2.29 1.75
H 2.53 -2.83 0.11
H 0.93 -2.99 0.94
H -1.53 1.21 -2.02
H -0.25 0.27 -2.49
*
```

Number 1: F_max 2.220 eV/A. Number 2: F_max 3.981 eV/A.